A 2-piece molecular cluster, CH5NO2P overall at a distorted geometry, computed with the ωB97M-V functional and the def2-TZVPD basis.

Each line ends with the Löwdin charge.
Positions of all 10 atoms, in Å:
H -0.245 -1.567 -1.849  0.22
O -0.327 1.278 0.411  -0.37
O 1.099 3.308 0.461  -0.38
N -0.237 -1.107 -0.850  0.13
H -0.159 -2.839 0.354  0.15
H 0.071 -1.014 1.082  0.11
P 1.238 1.899 0.311  0.86
H -1.124 1.780 0.574  0.08
H -0.297 -0.013 -0.718  0.10
C -0.018 -1.726 0.223  0.10

Properties
* net charge: +1
* lowest unoccupied orbital energy: -5.35 eV
* HOMO: -15.29 eV